[1]
The following is a quantum chemistry calculation of an isolated molecule of C10H18N2O5 in a non-equilibrium geometry, from OMol25.

XYZ file:
```
35
Properties=species:S:1:pos:R:3:mulliken_charge:R:1
C 3.788 1.720 0.061 -1.35
C 3.213 0.619 -0.821 -0.52
C 2.569 -0.586 -0.101 0.53
C 2.162 -1.564 -1.198 -1.62
C 1.397 -0.295 0.838 0.09
N 1.004 -1.408 1.708 -0.74
C 0.185 0.291 0.109 0.18
O 0.314 1.151 -0.771 -0.85
N -0.981 -0.151 0.580 -0.14
C -2.260 0.243 -0.031 -0.17
C -3.369 -0.708 0.320 -0.67
C -4.606 -0.484 -0.473 0.36
O -4.630 0.099 -1.559 -0.60
O -5.709 -0.984 0.077 -0.46
C -2.673 1.649 0.410 0.57
O -3.713 1.851 1.055 -0.62
O -1.849 2.626 0.071 -0.51
H 4.507 1.337 0.798 0.31
H 4.276 2.499 -0.520 0.39
H 2.977 2.158 0.644 0.33
H 2.471 1.103 -1.411 0.21
H 3.952 0.222 -1.521 0.44
H 3.390 -1.046 0.491 0.32
H 1.675 -2.478 -0.765 0.34
H 3.024 -1.841 -1.765 0.51
H 1.442 -1.114 -1.864 0.31
H 1.728 0.502 1.516 0.34
H 1.761 -1.484 2.436 0.38
H 1.138 -2.334 1.167 0.27
H -0.958 -0.876 1.247 0.38
H -2.113 0.263 -1.110 0.39
H -3.554 -0.706 1.375 0.39
H -3.005 -1.712 -0.027 0.42
H -6.466 -0.802 -0.576 0.38
H -1.087 2.238 -0.390 0.41
```

As for the structure (SMILES): CC[C@H](C)[C@H](N)C(=O)N[C@@H](CC(=O)O)C(=O)O. Its HOMO energy is -10.050 eV. The relative energy (zero: lowest compared OMol25 entry of this formula, charge and spin) is 10.9 kcal/mol. The value obtained for the calculated total energy is -877.622208 Ha.

=====

[2]
The following is a quantum chemistry calculation of a cluster of 4 separate species, C10H18N3O12S4 in total, from OMol25.

XYZ file:
```
47
Properties=species:S:1:pos:R:3:mulliken_charge:R:1
N -3.088 -4.122 -1.794 -0.52
C -2.969 -2.789 -2.119 0.46
N -1.753 -2.303 -2.220 -0.99
N -1.669 -1.005 -2.497 0.50
C -2.677 -0.192 -2.693 -0.14
C -3.982 -0.662 -2.600 -0.66
C -4.153 -1.991 -2.281 0.57
S -5.677 -2.769 -2.051 -0.17
H -3.863 -4.587 -2.258 0.27
H -2.240 -4.633 -2.018 0.31
H -0.726 -0.622 -2.556 0.44
H -2.443 0.833 -2.934 0.47
H -4.807 0.017 -2.753 0.37
H -6.441 -1.728 -2.403 0.18
C 0.930 4.053 -0.759 0.09
C -0.582 4.017 -0.796 -0.31
O -0.891 3.628 -2.157 -0.34
S 0.241 2.664 -2.705 1.01
O -0.206 1.306 -2.576 -0.54
O 0.675 3.122 -3.968 -0.55
O 1.315 2.920 -1.583 -0.28
H 1.330 4.959 -1.215 0.28
H 1.329 3.937 0.245 -0.02
H -1.041 4.979 -0.592 0.34
H -0.985 3.261 -0.121 0.29
C 0.619 -4.011 0.730 -0.33
C -0.768 -3.413 0.870 -0.07
O -0.973 -3.342 2.282 -0.36
S 0.417 -3.029 3.020 1.09
O 0.525 -1.635 3.255 -0.49
O 0.591 -3.974 4.056 -0.52
O 1.367 -3.390 1.780 -0.33
H 0.611 -5.091 0.888 0.31
H 1.088 -3.781 -0.224 0.31
H -1.546 -4.030 0.429 0.23
H -0.813 -2.403 0.458 0.15
C 4.203 1.388 2.322 -0.27
C 4.943 2.168 3.391 -0.38
O 4.345 3.476 3.328 -0.30
S 2.804 3.350 2.970 1.09
O 2.011 3.396 4.140 -0.55
O 2.529 4.231 1.883 -0.62
O 2.843 1.848 2.436 -0.21
H 4.569 1.625 1.322 0.26
H 4.227 0.314 2.483 0.31
H 6.007 2.256 3.196 0.30
H 4.779 1.754 4.387 0.31
```

Its HOMO energy is -13.286 eV. The charge is +1. The value obtained for the calculated total energy is -3051.443463 Ha.

=====

[3]
The following is a quantum chemistry calculation of a cluster of 2 separate species, C10H18N3O2 in total in a non-equilibrium geometry, from OMol25.

XYZ file:
```
33
Properties=species:S:1:pos:R:3:mulliken_charge:R:1
C 3.162 -1.572 -0.272 -0.47
C 1.922 -1.199 -0.769 -0.63
C 3.680 -0.964 0.832 -0.36
C 1.268 -0.241 -0.016 0.57
C 0.409 2.628 -1.448 -0.95
C -0.371 -3.166 0.077 -1.12
C -2.490 2.340 1.685 -1.14
C -0.132 1.424 -1.971 -0.04
C -1.288 -1.962 0.196 -0.21
C -2.218 1.109 0.680 -0.24
N 2.897 -0.150 1.583 -0.99
N 1.703 0.159 1.209 0.19
N -0.175 0.065 -0.285 0.41
O -0.965 -0.932 -0.781 -0.28
O -0.782 0.858 0.749 -0.32
H 3.796 -2.219 -0.796 0.44
H 1.405 -1.760 -1.515 0.73
H 4.552 -1.198 1.406 0.50
H 1.452 2.655 -1.443 0.35
H -0.086 3.508 -2.003 0.38
H 0.044 2.975 -0.457 0.23
H 0.585 -2.944 0.014 0.37
H -0.576 -3.811 1.042 0.33
H -0.654 -3.768 -0.892 0.28
H -2.253 1.873 2.626 0.34
H -1.707 3.166 1.667 0.26
H -3.507 2.707 1.778 0.38
H 0.348 0.896 -2.760 0.39
H -1.197 1.370 -1.941 0.20
H -1.202 -1.372 1.153 0.34
H -2.418 -2.032 -0.017 0.38
H -2.485 1.284 -0.390 0.27
H -2.718 0.274 1.061 0.39
```

Its HOMO energy is -12.696 eV. The relative energy (zero: lowest compared OMol25 entry of this formula, charge and spin) is 212.3 kcal/mol. The charge is +1. The value obtained for the calculated total energy is -706.049917 Ha.

=====

[4]
The following is a quantum chemistry calculation of a cluster of 3 separate species, C10H18NO3Si in total in a non-equilibrium geometry, from OMol25.

XYZ file:
```
33
Properties=species:S:1:pos:R:3:mulliken_charge:R:1
C 0.613 -2.818 3.105 -0.16
C 1.383 -2.425 1.959 -0.80
C -0.585 -2.241 3.296 -0.70
C 0.926 -1.442 1.127 0.01
C -1.033 -1.239 2.416 -0.26
C -2.006 0.857 0.771 -1.68
C -0.600 2.802 -2.885 -0.66
C 2.290 2.144 0.221 -0.60
C 0.099 -1.110 -2.899 -0.57
C -0.755 0.139 0.468 0.78
N -0.280 -0.839 1.309 0.27
O -0.542 1.641 -2.064 -0.21
O 1.736 1.318 -0.732 -0.18
O 0.826 -0.508 -2.014 -0.17
Si 0.338 0.807 -1.004 0.16
H 1.053 -3.427 3.942 0.34
H 2.415 -2.881 1.875 0.34
H -1.169 -2.406 4.169 0.43
H 1.495 -1.165 0.235 0.56
H -1.937 -0.769 2.380 0.47
H -2.222 1.622 0.001 0.36
H -2.882 0.156 0.905 0.42
H -1.818 1.557 1.711 0.36
H 0.282 2.665 -3.605 0.29
H -0.498 3.861 -2.488 0.28
H -1.548 2.645 -3.439 0.27
H 3.394 2.016 0.308 0.23
H 1.822 1.829 1.238 0.28
H 1.913 3.085 0.051 0.32
H -0.091 -0.540 -3.763 0.33
H -1.448 -1.630 -2.214 0.14
H 0.440 -2.126 -3.023 0.38
H -1.608 -1.578 -1.358 0.00
```

Its HOMO energy (spin up / spin down) is -10.156 / -11.391 eV. The relative energy (zero: lowest compared OMol25 entry of this formula, charge and spin) is 110.7 kcal/mol. The charge is +1. The value obtained for the calculated total energy is -961.461406 Ha.

=====

[5]
The following is a quantum chemistry calculation of a cluster of 2 separate species, C10H18NSi in total in a non-equilibrium geometry, from OMol25.

XYZ file:
```
30
Properties=species:S:1:pos:R:3:mulliken_charge:R:1
C 3.052 0.534 0.506 -0.45
C 2.941 0.132 -0.808 -0.17
C 1.961 0.529 1.302 -0.21
C 1.834 -0.500 -1.222 -0.67
C 0.807 -0.116 0.910 -1.00
C 0.658 -0.516 -0.407 0.60
C -0.750 -3.879 0.514 -0.88
C -1.120 3.495 0.097 -0.92
C -1.723 -2.655 0.119 -0.52
C -1.847 1.147 -0.273 -0.75
N -0.773 2.123 -0.280 -0.06
Si -0.944 -1.217 -0.927 -0.01
H 4.020 1.175 0.700 0.26
H 3.751 0.435 -1.533 0.32
H 1.964 1.097 2.273 0.35
H 1.747 -0.626 -2.284 0.40
H -0.014 -0.069 1.565 0.70
H 0.293 -3.481 0.304 0.24
H -0.874 -4.264 1.620 0.27
H -0.895 -4.693 -0.161 0.33
H -1.925 3.910 -0.543 0.35
H -1.474 3.499 1.083 0.39
H -0.253 4.054 -0.121 0.40
H -1.995 -2.206 1.081 0.28
H -2.538 -3.037 -0.461 0.43
H -2.684 1.392 -0.900 0.50
H -2.175 0.814 0.817 0.36
H 0.015 1.767 0.443 0.19
H -0.157 2.228 -1.129 0.43
H -0.902 -1.071 -2.284 -0.15
```

Its HOMO energy (spin up / spin down) is -8.724 / -13.013 eV. The relative energy (zero: lowest compared OMol25 entry of this formula, charge and spin) is 24.6 kcal/mol. The charge is +1. As for the expectation value of S²: 2.01. Its spin multiplicity is 3. The value obtained for the calculated total energy is -735.588700 Ha.

=====

[6]
The following is a quantum chemistry calculation of an isolated molecule of C10H18OSi in a non-equilibrium geometry, from OMol25.

XYZ file:
```
30
Properties=species:S:1:pos:R:3:mulliken_charge:R:1
C -0.669 -1.231 2.746 0.11
C -0.112 -1.084 1.685 -1.18
C 0.514 -0.757 0.422 0.77
O 1.221 -1.898 -0.129 -0.64
C 1.481 0.442 0.609 -0.04
C 2.458 0.093 1.804 -1.65
C 0.685 1.728 0.838 -1.17
C -0.050 2.304 -0.425 -1.08
C -1.398 1.451 -0.547 -1.18
Si -0.898 -0.324 -0.910 0.17
C -0.155 -0.729 -2.620 -1.24
C -2.390 -1.469 -1.026 -1.34
H -1.062 -1.482 3.685 0.56
H 0.570 -2.499 -0.372 0.39
H 1.932 0.447 -0.325 0.80
H 2.107 0.641 2.826 0.25
H 3.366 0.453 1.603 0.58
H 2.529 -0.978 1.857 0.37
H 1.367 2.424 1.114 0.52
H 0.101 1.388 1.673 0.46
H -0.374 3.258 -0.362 0.49
H 0.614 2.335 -1.212 0.43
H -1.880 1.517 0.342 0.53
H -2.011 1.816 -1.252 0.71
H 0.319 -1.690 -2.674 0.40
H -0.832 -0.789 -3.391 0.50
H 0.781 -0.031 -2.793 0.24
H -2.256 -2.500 -0.695 0.38
H -3.273 -1.274 -0.457 0.40
H -2.684 -1.564 -2.017 0.45
```

As for the structure (SMILES): C#C[C@]1(O)[C@H](C)CCC[Si]1(C)C. Its HOMO energy is -8.946 eV. The relative energy (zero: lowest compared OMol25 entry of this formula, charge and spin) is 87.8 kcal/mol. The value obtained for the calculated total energy is -756.440764 Ha.